This record from OMol25 describes a structure of composition CH4NO2Si at a distorted geometry. The level of theory is the ωB97M-V functional and the def2-TZVPD basis.

Properties
E_HOMO = -0.1513 Ha
ΔE to the lowest compared entry with this formula, charge and spin = 83.4 kJ/mol
spin multiplicity = 1
total charge = -1

CARTESIAN COORDINATES (ANGSTROEM)
C1 -2.46032 0.63097 -0.55980
N1 -0.66266 -0.07840 -0.67173
O1 0.55973 2.35009 -0.33644
O2 -2.98069 0.25547 0.42553
Si1 0.53994 0.98520 0.36703
H1 -0.73280 -1.08959 -0.55540
H2 -0.63244 0.13098 -1.64280
H3 1.90120 0.44947 0.70543
H4 -0.15154 0.75574 1.63830

Formally, the Löwdin partial charges of the atoms, in units of the elementary charge, are as follows:
1 C -0.181
2 N -0.181
3 O -0.535
4 O -0.101
5 Si 0.149
6 H 0.033
7 H 0.002
8 H -0.100
9 H -0.085